1.
Molecular formula: C4H6O2
Method: DFT, ωB97M-V/def2-TZVPD

Last column: Mulliken charge in e.
Geometry (Å):
C -1.5147 0.0159 0.4274  -1.221
C -0.3329 0.1421 -0.4973  0.379
C 0.9910 0.6183 0.0504  -0.525
C 1.4728 -0.8094 -0.2207  0.541
O 2.5436 -1.3161 -0.0763  -0.547
O 0.2992 -1.2901 -0.7005  -0.393
H -2.1025 0.9362 0.5402  0.344
H -1.1811 -0.3182 1.4157  0.315
H -2.1696 -0.7414 -0.0016  0.295
H -0.5673 0.5404 -1.4914  0.316
H 1.5353 1.3417 -0.5579  0.265
H 1.0263 0.8806 1.1120  0.234

Properties
Relative energy (zero: lowest compared OMol25 entry of this formula, charge and spin) (kcal/mol): 15.4
E_HOMO (eV): -10.3
Charge: 0
SMILES: C[C@H]1CC(=O)O1
Gap between HOMO and LUMO (eV): 11.14

---

2.
Molecular formula: C23H67N5O9
Method: DFT, ωB97M-V/def2-TZVPD

Last column: Mulliken charge in e.
Geometry (Å):
C 6.1036 15.0023 18.0406  -0.879
O 7.3158 14.3064 17.8370  -0.096
C 8.4642 14.9277 18.3430  -1.048
C 9.6373 13.9924 17.9816  0.220
C 9.8212 13.8765 16.4642  -0.775
N 9.4097 12.7037 18.6494  -0.515
H 6.0093 15.3727 19.0669  0.377
H 5.3224 14.2770 17.7526  0.176
H 6.0712 15.8999 17.3988  0.314
H 8.5777 15.9847 17.9053  0.409
H 8.4493 15.1829 19.4292  0.434
H 10.5542 14.4105 18.3956  0.429
H 10.8677 13.6630 16.2655  0.229
H 9.4904 14.7479 15.9273  0.448
H 9.2863 13.0058 16.0589  -0.210
H 9.8290 12.7207 19.5614  0.254
H 8.4270 12.5558 18.7784  0.240
C 7.0510 6.3530 14.9556  -0.702
O 7.5086 7.0464 16.0932  -0.411
C 8.6263 7.9018 15.8514  0.151
C 8.7279 8.9481 16.9261  -0.224
C 7.5497 9.8792 16.8743  -1.169
N 9.9124 9.7583 16.7745  -0.314
H 6.8233 7.0010 14.1053  0.275
H 6.0998 5.9209 15.2595  0.272
H 7.7996 5.5805 14.7411  0.304
H 9.5913 7.3537 15.9777  0.208
H 8.4842 8.3118 14.8367  0.074
H 8.7270 8.4144 17.8805  0.537
H 7.5158 10.5431 17.7492  0.260
H 6.6288 9.2896 16.8718  0.477
H 7.5768 10.6094 16.0465  0.150
H 9.8783 10.5262 17.4258  0.098
H 10.7888 9.2648 16.8811  0.265
C 8.7919 10.8301 9.8814  -0.217
O 9.5830 9.9614 9.0374  -0.384
C 9.3423 8.6105 9.2579  -0.390
C 10.3643 7.7483 8.5299  0.808
C 10.1037 7.9243 7.0449  -1.475
N 10.3095 6.3398 8.9169  -0.668
H 9.1313 11.8499 9.7070  0.143
H 9.1106 10.6399 10.9257  -0.076
H 7.7153 10.7443 9.6837  0.358
H 9.2860 8.4749 10.3478  0.145
H 8.3818 8.3032 8.8185  0.189
H 11.3416 8.1301 8.7789  -0.101
H 10.9261 7.5891 6.4081  0.369
H 9.8622 8.9547 6.8235  0.339
H 9.2170 7.3338 6.8190  0.387
H 9.6509 5.8963 8.2872  0.308
H 11.1818 5.9052 8.6493  0.285
N 11.0156 11.5630 13.9472  -0.019
C 9.7498 11.8316 13.3950  0.614
N 8.8223 10.8348 13.7083  0.090
O 9.5085 12.8126 12.7505  -0.524
H 10.9819 10.8881 14.7065  -0.010
H 11.6797 12.3135 13.9504  -0.098
H 7.8217 10.9597 13.5631  0.297
H 9.1075 10.1494 14.3973  -0.672
C 5.8043 12.9166 14.9935  -0.439
C 5.8765 12.7222 13.5099  -0.182
O 5.9497 11.3192 13.2279  -0.578
H 4.9870 12.3499 15.4546  0.367
H 5.6524 13.9699 15.2294  0.327
H 6.7430 12.6040 15.4647  -0.143
H 6.7910 13.1552 13.0820  -0.100
H 5.0367 13.2178 12.9930  0.384
H 5.1720 10.8515 13.5532  0.280
C 13.5094 10.3754 10.3465  -1.029
C 12.9622 11.6919 10.7548  0.845
O 13.9590 12.4419 11.4742  -0.553
H 13.8015 9.8165 11.2383  0.399
H 14.4506 10.4989 9.7971  0.387
H 12.8295 9.8322 9.6732  -0.092
H 12.0511 11.5832 11.3591  -0.524
H 12.7441 12.3641 9.9229  0.243
H 14.3950 11.9657 12.1762  0.288
C 12.6558 14.8342 13.3554  -0.617
C 13.7365 14.2884 14.2871  -0.315
O 13.7174 14.9610 15.5421  -0.532
H 11.6864 14.8701 13.8667  0.100
H 12.4896 14.2379 12.4457  0.120
H 12.7612 15.9019 13.1618  0.478
H 14.7376 14.3586 13.8291  0.410
H 13.5854 13.1878 14.4499  0.139
H 14.5684 14.8353 15.9785  0.297
C 11.0784 8.1457 12.5708  -0.361
C 11.7492 7.8070 13.8586  -0.183
O 13.0647 7.2852 13.5873  -0.556
H 11.4711 9.0606 12.1006  -0.088
H 10.0108 8.3125 12.7689  0.088
H 11.0747 7.2910 11.8830  0.517
H 11.1634 7.0568 14.3997  0.184
H 11.7461 8.7014 14.4888  0.162
H 13.5700 7.0822 14.3817  0.299
C 9.9392 16.0389 9.5434  -1.442
C 9.8262 14.9356 10.5735  0.861
O 8.4823 14.5330 10.8308  -0.667
H 10.9465 16.4841 9.6025  0.333
H 9.1845 16.8249 9.6318  0.353
H 9.8438 15.6721 8.5195  0.340
H 10.2353 15.2358 11.5334  -0.061
H 10.4045 14.0606 10.2146  -0.172
H 8.5729 13.8473 11.5453  0.476

Properties
Relative energy (zero: lowest compared OMol25 entry of this formula, charge and spin) (kcal/mol): 0.0
E_HOMO (eV): -9.1
Charge: 0
SMILES: COC[C@H](C)N.COC[C@H](C)N.COC[C@H](C)N.NC(N)=O.CCO.CCO.CCO.CCO.CCO
Gap between HOMO and LUMO (eV): 9.59

---

3.
Molecular formula: C23H26Cl2N4O7PtS3
Method: DFT, ωB97M-V/def2-TZVPD

Last column: Mulliken charge in e.
Geometry (Å):
Pt 0.9672 0.6689 0.9207  0.837
C 3.6210 3.4835 -0.5652  -1.146
C 2.6131 4.3100 0.1746  1.033
C 2.0026 5.4123 -0.3941  -0.820
C 1.0734 6.1517 0.3250  0.325
Cl 0.3303 7.5534 -0.4219  -0.292
C 0.7204 5.7924 1.6063  -0.911
C 1.3215 4.6834 2.1932  -0.585
C 2.2747 3.9555 1.4905  0.872
O 2.9322 2.8853 1.9825  -0.452
C 2.6980 2.5455 3.3351  -0.878
C 1.3481 1.9007 3.7135  0.731
O 1.0121 2.1149 4.8816  -0.818
O 0.7053 1.1781 2.8923  -0.683
H 3.5988 3.7069 -1.6318  0.383
H 3.4268 2.4225 -0.4151  0.062
H 4.6289 3.6710 -0.1855  0.305
H 2.2441 5.6934 -1.4115  0.342
H -0.0297 6.3556 2.1444  0.394
H 1.0158 4.3810 3.1854  0.391
H 2.8190 3.4267 3.9694  0.424
H 3.4669 1.8186 3.5957  0.394
C -0.5048 -4.2893 0.0323  -0.367
C -1.6615 -3.9528 0.9790  -0.169
C -1.4598 -2.4546 1.1623  0.283
O -0.0568 -2.3046 1.2686  -0.427
C 0.5654 -3.2389 0.3977  -0.191
H -0.8285 -4.1620 -1.0029  -0.006
H -0.1359 -5.3100 0.1499  0.458
H -1.5536 -4.4681 1.9368  0.439
H -2.6365 -4.1973 0.5541  -0.149
H -1.9042 -2.0376 2.0651  0.348
H -1.8425 -1.8946 0.3006  -0.406
H 1.4187 -3.6683 0.9261  0.276
H 0.9472 -2.7224 -0.4897  -0.035
O 4.9304 -0.8035 0.6177  -0.656
S 3.7404 -1.4269 1.3321  0.037
N 2.5951 -0.3378 1.5379  -0.476
Cl -2.2331 1.0875 1.1270  -0.304
C -0.6636 1.8593 0.5828  -0.780
H -0.5898 2.7311 1.2313  0.281
H -0.8433 2.1733 -0.4409  0.486
N -4.6461 -4.9942 -0.6930  -0.665
C -4.0559 -3.8363 -1.2364  0.475
C -3.0781 -3.9364 -2.2209  -0.458
C -2.5086 -2.7923 -2.7621  -0.131
C -2.9056 -1.5429 -2.3149  -0.251
C -3.8879 -1.4330 -1.3393  -0.678
C -4.4688 -2.5731 -0.8143  -0.326
S -2.1181 -0.0718 -2.9250  1.069
O -3.1193 0.9611 -2.8671  -0.786
O -1.5923 -0.4194 -4.2347  -0.763
N -1.0054 0.2073 -1.8429  -0.168
C 0.2779 -0.0759 -2.0083  0.261
S 1.0163 -0.6645 -3.5078  -0.172
C 2.5607 -0.7053 -2.7365  -0.459
C 2.4615 -0.2914 -1.4655  -0.787
N 1.1896 0.0510 -1.0364  0.658
H -4.0334 -5.7953 -0.7179  0.267
H -4.9979 -4.8522 0.2420  0.275
H -2.7583 -4.9164 -2.5592  0.232
H -1.7462 -2.8563 -3.5275  0.448
H -4.1727 -0.4476 -0.9934  0.405
H -5.2348 -2.4903 -0.0507  0.287
H 3.4543 -1.0088 -3.2539  0.444
H 3.2951 -0.2096 -0.7873  0.275

Properties
Relative energy (zero: lowest compared OMol25 entry of this formula, charge and spin) (kcal/mol): 15.3
E_HOMO (alpha / beta) (eV): -0.9 / -2.5
Multiplicity: 3
Charge: -2
Gap between HOMO and LUMO (alpha / beta) (eV): 5.10 / 6.73

---

4.
Molecular formula: C3H7NS
Method: DFT, ωB97M-V/def2-TZVPD

Last column: Mulliken charge in e.
Geometry (Å):
C 1.4165 -0.5941 -0.5089  -0.772
C 0.5524 0.0655 0.7068  -0.688
C -0.5083 1.1416 -0.0535  -0.048
H 2.2853 0.2236 -0.7828  0.271
H 0.7537 -0.9267 -1.2010  0.322
H 1.8665 -1.6547 -0.0500  0.220
H 1.3158 0.5567 1.2323  0.337
H 0.0364 -0.7540 1.2767  0.362
H -0.1510 2.2017 -0.0466  0.322
H -3.5842 -0.5297 -0.3297  0.162
N -1.8495 0.9136 -0.3021  -0.363
S -2.1336 -0.6437 0.0587  -0.124

Properties
Relative energy (zero: lowest compared OMol25 entry of this formula, charge and spin) (kcal/mol): 72.2
E_HOMO (eV): -8.6
Charge: 0
Gap between HOMO and LUMO (eV): 9.17

---

5.
Molecular formula: C6H14O
Method: DFT, ωB97M-V/def2-TZVPD

Last column: Mulliken charge in e.
Geometry (Å):
C 2.2182 -1.3888 1.0805  -1.077
C 1.2382 -0.3673 0.5379  -0.445
C -0.0867 -0.4975 0.5064  0.752
C -0.7776 -1.4355 1.4603  -1.469
C -0.9268 0.3052 -0.5033  -0.280
C -2.4097 0.4751 -0.2631  -1.226
H 3.1986 -0.9542 1.2069  0.329
H 2.3196 -2.1532 0.3126  0.252
H 1.7860 -1.8392 1.9701  0.290
H 1.6966 0.5380 0.1589  0.308
H -0.2204 -1.5837 2.3766  0.395
H -1.7592 -1.0637 1.7503  0.377
H -0.9712 -2.4323 1.0399  0.264
H -0.3680 1.2481 -0.5398  0.241
H -0.6052 -0.1817 -1.4181  0.312
H -2.9850 0.6384 -1.1705  0.327
H -2.8470 -0.3956 0.2187  0.334
H -2.5313 1.3047 0.4337  0.315
O 1.3728 3.4853 -3.3760  -0.641
H 0.6449 3.4482 -2.7386  0.323
H 2.0129 2.8497 -3.0434  0.318

Properties
Relative energy (zero: lowest compared OMol25 entry of this formula, charge and spin) (kcal/mol): 33.4
E_HOMO (eV): -8.6
Charge: 0
SMILES: C/C=C(\C)CC.O
Gap between HOMO and LUMO (eV): 9.26

---

6.
Molecular formula: C20H20BrNO5S
Method: DFT, ωB97M-V/def2-TZVPD

Last column: Mulliken charge in e.
Geometry (Å):
C 1.1161 -3.5128 0.3290  -2.113
C 0.9485 -2.1659 0.9519  1.655
C -0.2560 -1.7743 1.5198  -1.265
C -0.4149 -0.5287 2.1102  0.836
S -1.9857 -0.1952 2.8979  -0.173
C -2.6998 1.0089 1.7353  -0.510
C -3.0816 0.4307 0.3930  0.730
O -3.2430 1.1086 -0.5857  -0.611
O -3.2197 -0.8964 0.4146  -0.313
C -3.6566 -1.4977 -0.7992  -0.554
C -2.6441 -1.3881 -1.9487  0.777
O -2.9993 -1.3893 -3.1039  -0.690
N -1.3606 -1.3413 -1.5489  0.205
C -0.2719 -1.1148 -2.4724  -1.391
C 0.6457 -0.0194 -1.9982  0.514
C 2.0126 -0.1160 -2.2056  -0.900
C 2.8971 0.8738 -1.7831  -1.069
C 2.3575 1.9525 -1.1285  1.057
C 0.9820 2.0583 -0.9179  0.701
C 0.1054 1.0968 -1.3499  -0.554
O 0.7170 3.2164 -0.2309  -0.570
C 1.9605 3.8707 -0.0874  -0.340
O 2.9862 3.0429 -0.5870  -0.508
C 0.6373 0.3842 2.1563  0.500
C 0.5082 1.7238 2.8052  -2.044
C 1.8448 -0.0017 1.5871  -0.637
C 1.9931 -1.2477 1.0090  0.134
Br 3.7016 -1.7303 0.3276  -0.121
H 1.4874 -3.4185 -0.6909  0.433
H 1.8473 -4.0971 0.8878  0.465
H 0.1743 -4.0544 0.3155  0.361
H -1.0881 -2.4635 1.5395  0.264
H -3.6063 1.3741 2.2217  0.556
H -2.0221 1.8491 1.5840  0.175
H -3.8332 -2.5489 -0.5620  0.320
H -4.5882 -1.0349 -1.1381  0.370
H -1.1311 -1.3629 -0.5645  -0.172
H 0.2948 -2.0418 -2.6175  0.299
H -0.7335 -0.8473 -3.4296  0.461
H 2.4118 -0.9811 -2.7127  0.370
H 3.9578 0.7897 -1.9473  0.457
H -0.9568 1.2135 -1.2168  0.777
H 2.1443 4.0839 0.9767  0.299
H 1.9444 4.8203 -0.6480  0.276
H -0.2415 1.6963 3.5932  0.455
H 0.2102 2.4712 2.0683  0.193
H 1.4603 2.0320 3.2310  0.481
H 2.6879 0.6722 1.6201  0.415

Properties
E_HOMO (eV): -8.2
Charge: 0
SMILES: Cc1cc(SCC(=O)OCC(=O)NCc2ccc3c(c2)OCO3)c(C)cc1Br
Gap between HOMO and LUMO (eV): 8.62

---

7.
Molecular formula: C15H29F6N6O7P2S3Tl
Method: DFT, ωB97M-V/def2-TZVPD

Last column: Mulliken charge in e.
Geometry (Å):
Tl 1.1951 1.4730 -1.4340  1.049
C -0.5437 2.2616 4.0918  -1.069
N 0.5295 1.8583 3.1724  0.744
C 1.2681 2.9888 2.6138  -0.706
P 0.5761 0.3190 2.6676  -0.421
O -0.5677 -0.1966 1.7778  -0.431
O 1.9020 0.2929 1.8427  0.169
P 3.2790 -0.1068 1.0471  0.066
O 2.9677 -0.0525 -0.4030  -1.143
N 3.6914 -1.5175 1.7638  0.512
C 5.0780 -1.9748 1.5905  -1.018
C 2.7420 -2.6289 1.8303  -0.582
N 4.3706 1.0248 1.4621  0.425
C 4.9322 1.1370 2.8047  -1.026
C 5.1440 1.7410 0.4431  -1.027
N 0.6317 -0.6679 3.9649  0.611
C 1.7042 -0.4265 4.9337  -0.587
C -0.5855 -1.1717 4.6238  -1.175
H -0.1089 2.6838 4.9988  0.379
H -1.1737 1.4159 4.3557  0.264
H -1.1803 3.0051 3.6155  0.404
H 1.6732 3.5722 3.4421  0.315
H 0.6143 3.6261 2.0212  0.248
H 2.1022 2.6429 2.0080  0.028
H 5.7506 -1.1300 1.4660  0.359
H 5.1722 -2.6272 0.7194  0.320
H 5.3810 -2.5288 2.4787  0.347
H 1.7241 -2.2657 1.9225  -0.099
H 2.9748 -3.2359 2.7057  0.331
H 2.8122 -3.2559 0.9375  0.326
H 4.4192 0.4755 3.4911  0.169
H 4.8447 2.1638 3.1624  0.323
H 5.9896 0.8633 2.7997  0.434
H 4.7404 1.5432 -0.5444  0.322
H 6.1878 1.4208 0.4700  0.329
H 5.1084 2.8136 0.6392  0.292
H 2.6070 -0.1096 4.4273  -0.164
H 1.9159 -1.3565 5.4605  0.417
H 1.4201 0.3374 5.6620  0.364
H -1.4678 -0.9754 4.0278  0.449
H -0.7002 -0.6703 5.5865  0.362
H -0.4978 -2.2433 4.7981  0.291
F -1.5547 -3.4751 0.2074  -0.237
C -1.7675 -2.3904 0.9495  0.613
F -1.1715 -2.6000 2.0949  -0.120
F -3.0476 -2.1763 1.1062  -0.202
S -1.0338 -0.8747 0.0139  1.752
O 0.3416 -1.0766 -0.3699  -0.637
O -1.8070 -1.6749 -1.3721  -0.432
N -1.8349 0.3960 -0.3034  -0.579
S -2.1084 1.7104 0.5964  0.989
O -0.9298 2.5475 0.5800  -0.622
O -2.8053 1.4807 1.8152  -0.646
C -3.3028 2.4951 -0.5779  0.531
F -3.6342 3.6747 -0.0835  -0.174
F -4.3726 1.7358 -0.7102  -0.192
F -2.7176 2.6559 -1.7619  -0.212
S -1.4799 -1.0576 -2.8351  -0.031
C -0.4651 -2.3356 -3.4566  0.840
N -0.3389 -3.4578 -2.7328  0.167
C 0.3717 -4.5287 -3.1443  -0.052
C 0.9894 -4.5058 -4.3634  -0.756
C 0.8707 -3.3553 -5.1498  -0.133
C 0.1525 -2.2666 -4.6993  -0.825
H -0.8001 -3.4724 -1.8260  -0.010
H 0.4047 -5.3709 -2.4693  0.462
H 1.5493 -5.3647 -4.7002  0.433
H 1.3521 -3.3145 -6.1178  0.444
H 0.0549 -1.3713 -5.2969  0.431

Properties
Relative energy (zero: lowest compared OMol25 entry of this formula, charge and spin) (kcal/mol): 0.0
E_HOMO (eV): -14.5
Charge: +2
Gap between HOMO and LUMO (eV): 8.48